Record 1
{
  "formula": "C20H24N4O3",
  "method": "the ωB97M-V functional and the def2-TZVPD basis",
  "de_lowest_kcal_mol": 0.00,
  "homo_ev": -8.1,
  "spin_multiplicity": 1,
  "e_lumo_ha": 0.0209,
  "smiles": "CCCCN1C(=O)NC(=O)/C(=C(\\C)NCCc2c[nH]c3ccccc23)C1=O",
  "fmax_ev_per_a": 0.65,
  "elements": ["C", "C", "C", "C", "N", "C", "O", "N", "C", "O", "C", "C", "C", "N", "C", "C", "C", "C", "N", "C", "C", "C", "C", "C", "C", "C", "O", "H", "H", "H", "H", "H", "H", "H", "H", "H", "H", "H", "H", "H", "H", "H", "H", "H", "H", "H", "H", "H", "H", "H", "H"],
  "xyz": [[-1.66199, -4.01224, 0.17200], [-1.62973, -2.61996, -0.44457], [-3.01744, -2.19325, -0.91394], [-3.01280, -0.84419, -1.62874], [-2.61553, 0.25360, -0.75442], [-3.56218, 0.68707, 0.14699], [-4.66325, 0.19626, 0.23706], [-3.16277, 1.72852, 0.93960], [-1.97258, 2.44405, 0.88550], [-1.83186, 3.37679, 1.65525], [-1.02680, 1.96675, -0.09895], [0.21738, 2.61207, -0.25965], [0.54142, 3.83800, 0.52246], [1.08504, 2.14199, -1.13651], [2.44859, 2.54171, -1.36515], [3.39458, 1.95535, -0.29753], [3.21556, 0.47661, -0.18617], [3.82705, -0.48733, -0.93383], [3.37155, -1.72434, -0.57166], [2.44422, -1.58391, 0.41914], [1.71440, -2.54003, 1.11314], [0.83784, -2.09697, 2.07920], [0.69288, -0.73452, 2.35613], [1.42270, 0.21601, 1.68086], [2.31315, -0.20127, 0.69151], [-1.35669, 0.81073, -0.90317], [-0.59390, 0.31000, -1.73557], [-0.67055, -4.30526, 0.50674], [-2.01109, -4.74337, -0.55428], [-2.33439, -4.03332, 1.02676], [-0.94100, -2.60787, -1.29203], [-1.25113, -1.90638, 0.29039], [-3.69918, -2.14023, -0.06364], [-3.40956, -2.93586, -1.61211], [-4.01932, -0.62172, -1.99181], [-2.30729, -0.85603, -2.46087], [-3.84113, 2.05581, 1.61796], [-0.21922, 4.59607, 0.34501], [0.49647, 3.62213, 1.58807], [1.51853, 4.23687, 0.27358], [0.76524, 1.27440, -1.59270], [2.73179, 2.15103, -2.34473], [2.54163, 3.63088, -1.39404], [3.18366, 2.41661, 0.66805], [4.42172, 2.19328, -0.57928], [4.57051, -0.37977, -1.70099], [3.66517, -2.59628, -0.97702], [1.83427, -3.59231, 0.90046], [0.25180, -2.81154, 2.63756], [-0.00564, -0.42712, 3.12066], [1.30989, 1.26249, 1.91930]],
  "forces_ev_per_a": [[0.1, 0.3, -0.1], [-0.2, -0.1, 0.0], [0.3, 0.2, 0.0], [-0.3, -0.4, -0.2], [-0.1, -0.2, -0.1], [0.2, 0.2, 0.0], [-0.3, -0.1, 0.0], [-0.2, 0.2, 0.4], [0.0, -0.2, -0.2], [0.0, 0.2, 0.2], [0.1, 0.0, 0.0], [-0.2, -0.1, -0.1], [0.2, 0.1, 0.0], [-0.3, -0.3, -0.1], [0.5, 0.3, 0.3], [-0.1, -0.1, -0.4], [0.3, 0.0, -0.1], [0.1, 0.4, 0.0], [0.1, -0.4, -0.2], [-0.3, 0.3, 0.4], [0.0, -0.1, 0.0], [0.1, -0.2, 0.0], [-0.1, 0.2, 0.2], [0.0, -0.1, 0.0], [0.1, -0.5, -0.1], [0.2, 0.2, 0.0], [0.1, -0.1, 0.0], [0.1, -0.1, 0.1], [0.0, -0.1, 0.0], [-0.1, -0.1, 0.1], [0.1, 0.1, 0.0], [0.1, 0.0, -0.1], [-0.1, -0.1, 0.0], [-0.1, 0.0, 0.0], [0.1, 0.0, 0.0], [-0.2, 0.0, 0.1], [0.1, -0.1, -0.2], [0.0, 0.0, 0.0], [0.0, 0.0, 0.0], [0.1, 0.0, -0.1], [0.0, 0.2, 0.1], [0.0, 0.1, 0.1], [0.0, -0.1, -0.1], [0.1, 0.1, 0.0], [0.0, 0.1, 0.1], [0.1, 0.0, -0.1], [0.0, 0.1, 0.0], [0.0, -0.1, 0.0], [-0.1, -0.1, 0.0], [0.0, 0.0, 0.1], [0.0, 0.1, 0.0]]
}

Record 2
{
  "formula": "C4H15N2O2",
  "method": "the ωB97M-V functional and the def2-TZVPD basis",
  "de_lowest_kcal_mol": 20.12,
  "homo_ev": [-19.4, -19.5],
  "spin_multiplicity": 2,
  "e_lumo_ha": [-0.2750, -0.4185],
  "fmax_ev_per_a": 2.23,
  "charge": 2,
  "elements": ["C", "C", "C", "C", "N", "N", "H", "H", "H", "H", "H", "H", "H", "H", "H", "H", "H", "H", "H", "O", "H", "H", "O"],
  "xyz": [[-0.89275, -2.84536, 0.17211], [0.39409, -2.10046, 0.62261], [0.12121, -0.68086, 0.35510], [0.17902, -0.20073, -0.96402], [-0.12150, 1.17007, -1.34927], [-0.30668, 0.08440, 1.33439], [-1.50321, -3.21076, 0.99762], [-0.74329, -3.77829, -0.39532], [-1.58555, -2.41550, -0.56611], [1.25446, -2.58520, 0.15162], [0.62522, -2.36804, 1.65512], [0.38340, -0.88073, -1.77970], [0.09226, 1.45197, -2.31550], [-1.14307, 1.27538, -1.31054], [0.45989, 1.88535, -0.86047], [-0.50254, 1.08783, 1.18623], [-0.41794, -0.29681, 2.27400], [3.14682, 2.60812, -1.50187], [2.76987, 1.16737, -1.45487], [2.40247, 2.04669, -1.21798], [-2.20178, 2.41025, 1.58009], [-1.08490, 3.39906, 2.02881], [-1.32550, 2.77626, 1.35795]],
  "forces_ev_per_a": [[-1.0, -1.8, -0.8], [-0.3, -1.8, -0.3], [0.0, 0.3, 1.7], [0.6, 0.1, -1.3], [-0.4, 0.3, -0.2], [0.4, 0.0, -0.8], [0.0, 0.5, 0.3], [0.9, 0.2, 0.4], [0.3, 1.0, 0.5], [0.0, 0.8, -0.7], [-0.4, 0.7, 0.3], [0.1, 0.0, 0.0], [0.3, -0.8, -0.3], [0.0, 0.7, 0.5], [-0.3, 0.0, 0.5], [-0.3, 0.1, 0.6], [0.2, 0.1, -0.2], [-0.5, 0.3, 0.3], [-0.2, 0.6, 0.3], [0.7, -1.0, -0.6], [0.3, 0.7, 0.1], [0.1, 0.7, 0.8], [-0.4, -1.7, -1.0]]
}

Record 3
{
  "formula": "C12H25F6INO3P2",
  "method": "the ωB97M-V functional and the def2-TZVPD basis",
  "homo_ev": -6.0,
  "spin_multiplicity": 1,
  "e_lumo_ha": 0.0721,
  "fmax_ev_per_a": 2.26,
  "charge": -1,
  "elements": ["C", "C", "O", "C", "P", "C", "C", "C", "I", "C", "C", "C", "N", "O", "C", "C", "C", "O", "H", "H", "H", "H", "H", "H", "H", "H", "H", "H", "H", "H", "H", "H", "H", "H", "H", "H", "H", "H", "H", "H", "H", "H", "H", "F", "P", "F", "F", "F", "F", "F"],
  "xyz": [[2.86767, 0.55486, 1.20881], [1.77869, 1.25730, 2.04950], [1.74945, 0.61456, 3.34712], [0.34623, 1.28939, 1.49088], [-0.00319, 1.04101, -0.37975], [1.15999, 2.39765, -0.91877], [1.06130, 3.72242, -0.14301], [-0.30481, 4.40134, -0.31560], [-1.33020, 4.84896, 1.49782], [0.23354, -0.78827, -0.18337], [-1.14803, -1.47283, -0.00163], [-1.17159, -2.83908, -0.64299], [-2.44201, -3.33690, -1.03472], [-0.16282, -3.51183, -0.81498], [-0.51942, 0.74780, -2.23031], [0.63232, 0.42208, -3.08874], [0.26595, 0.19798, -4.66117], [1.07582, 1.34049, -3.90952], [3.73954, 1.20225, 1.12967], [3.22240, -0.34195, 1.70531], [2.58808, 0.29109, 0.19431], [2.14199, 2.24716, 2.30275], [1.62287, -0.32777, 3.19101], [-0.11808, 2.22288, 1.80192], [-0.21556, 0.52559, 2.02478], [-1.32834, 1.50472, -0.13541], [0.88374, 2.69870, -1.92632], [2.19820, 2.08907, -0.99166], [1.78012, 4.37562, -0.63680], [1.38602, 3.64953, 0.88770], [-0.92928, 3.82606, -0.98906], [-0.16987, 5.35746, -0.80391], [0.73174, -1.30586, -0.99990], [0.78435, -1.03756, 0.71463], [-1.93899, -0.85128, -0.41672], [-1.35399, -1.52629, 1.06136], [-3.19041, -2.77420, -0.64667], [-2.53110, -3.29942, -2.04433], [-0.95521, 1.62650, -2.70302], [-1.22218, -0.07098, -2.37379], [1.38592, -0.24221, -2.68994], [0.72335, 0.47445, -5.61268], [0.88967, -0.74874, -4.60726], [-1.99442, -4.76957, 4.64674], [-2.03008, -4.35943, 3.04674], [-3.64721, -4.29779, 3.39178], [-2.41275, -3.17314, 1.93251], [-0.96662, -3.16288, 3.48691], [-2.48994, -5.39115, 1.84570], [-0.67289, -5.29781, 2.94407]],
  "forces_ev_per_a": [[0.2, 0.4, -0.1], [0.0, -1.1, 0.6], [0.2, 0.3, -0.1], [0.4, 0.5, -0.2], [-0.2, -0.3, 0.7], [-0.4, 0.7, -0.1], [0.2, -0.1, -0.2], [0.5, 0.1, -0.2], [-0.1, 0.0, -0.1], [-0.2, -0.7, 0.1], [0.4, 0.9, -0.1], [0.5, -1.5, 0.1], [0.2, 0.8, -0.1], [-1.1, 1.2, -0.2], [-0.1, -0.2, -0.1], [-2.0, 0.9, 0.3], [1.6, -1.3, 0.1], [1.9, 0.1, -0.5], [0.1, 0.1, 0.0], [-0.1, -0.2, 0.1], [-0.1, -0.1, 0.0], [-0.1, 0.3, -0.2], [-0.1, 0.0, 0.1], [-0.1, 0.1, 0.0], [-0.2, -0.2, -0.1], [0.1, 0.0, -0.1], [0.0, -0.3, -0.3], [0.1, -0.3, 0.2], [0.2, 0.1, 0.1], [-0.2, -0.1, 0.2], [-0.4, -0.2, 0.3], [-0.1, 0.2, 0.1], [0.1, 0.3, -0.2], [0.4, 0.2, 0.0], [-0.2, -0.1, -0.2], [-0.2, -0.4, 0.1], [0.0, -0.1, 0.1], [0.1, -0.5, 0.0], [-0.3, 0.2, 0.2], [-0.2, -0.1, 0.5], [0.2, -0.6, -0.1], [-1.5, 0.4, -0.6], [0.5, 0.5, -0.2], [0.0, -0.5, -0.3], [0.1, -0.4, 0.1], [0.2, 0.7, 0.1], [0.3, -0.2, -0.4], [-0.5, 0.2, 0.4], [-0.3, -0.3, 0.6], [0.2, 0.6, -0.4]]
}

Record 4
{
  "formula": "C4H11N3",
  "method": "the ωB97M-V functional and the def2-TZVPD basis",
  "de_lowest_kcal_mol": 107.61,
  "homo_ev": -19.8,
  "spin_multiplicity": 1,
  "e_lumo_ha": -0.3359,
  "smiles": "C=[N+]1C[C@@H]1[NH2+]NC",
  "fmax_ev_per_a": 5.97,
  "charge": 2,
  "elements": ["C", "N", "C", "C", "N", "N", "C", "H", "H", "H", "H", "H", "H", "H", "H", "H", "H", "H"],
  "xyz": [[-1.94293, -0.06705, -0.20773], [-1.27255, 0.58854, 0.54196], [-0.75984, 1.83217, 1.17236], [-0.09590, 0.45889, 1.27870], [1.04846, 0.08575, 0.45410], [0.65508, -1.10951, -0.18200], [1.05161, -1.14123, -1.61942], [-1.66688, -1.12454, -0.42208], [-2.85329, 0.31213, -0.57746], [-1.24063, 2.24653, 2.03196], [-0.55402, 2.53423, 0.46643], [0.01958, -0.15666, 2.12176], [1.23185, 0.77355, -0.31746], [1.93561, 0.07226, 1.01733], [1.17838, -1.84594, 0.28896], [1.33924, -2.12673, -1.91220], [0.07156, -0.89463, -2.22053], [1.85467, -0.43777, -1.91469]],
  "forces_ev_per_a": [[-3.1, -4.2, -2.9], [2.6, 2.9, 3.9], [-0.8, -2.9, 1.5], [1.3, 1.8, -0.7], [1.2, 2.1, -1.1], [1.7, -2.1, -0.5], [-2.5, 1.4, -1.4], [-0.2, 0.9, 0.2], [-1.0, 0.7, -0.8], [-0.6, -0.2, 0.6], [1.3, 1.9, -2.0], [-1.0, -0.3, 1.6], [-0.1, -0.2, 0.7], [-0.6, -0.2, -0.4], [-0.3, -0.2, 0.1], [0.2, -0.7, 0.0], [2.1, -0.3, 0.8], [-0.3, -0.3, 0.4]]
}

Record 5
{
  "formula": "C3H3NO2S2",
  "method": "the ωB97M-V functional and the def2-TZVPD basis",
  "de_lowest_kcal_mol": 40.35,
  "homo_ev": -8.1,
  "spin_multiplicity": 1,
  "e_lumo_ha": 0.0044,
  "smiles": "O=c1oc(S)cn1S",
  "fmax_ev_per_a": 4.75,
  "elements": ["O", "C", "O", "C", "S", "C", "N", "S", "H", "H", "H"],
  "xyz": [[2.27652, 0.57339, 0.93713], [1.24990, 0.18200, 0.45174], [1.14256, -0.67653, -0.66679], [-0.23535, -0.78645, -0.95830], [-0.36335, -1.70253, -2.47582], [-0.89228, 0.07599, -0.14441], [-0.07014, 0.67742, 0.71553], [-0.28990, 1.93770, 1.85532], [-1.70518, -1.76338, -2.29281], [-2.00498, 0.25051, -0.00216], [0.89219, 1.23188, 2.58056]],
  "forces_ev_per_a": [[-0.4, -0.7, 0.2], [-0.7, 1.2, -1.6], [-0.7, 1.0, 2.2], [1.4, 0.9, -0.1], [-1.3, 0.4, 1.1], [-4.3, -1.4, -1.5], [3.8, -0.6, 0.4], [2.6, -2.1, 1.4], [0.3, -0.2, -0.5], [1.6, -0.4, -0.7], [-2.4, 2.0, -1.0]]
}

Record 6
{
  "formula": "C22H28BBr2GeMoN6OS",
  "method": "the ωB97M-V functional and the def2-TZVPD basis",
  "de_lowest_kcal_mol": 9.51,
  "homo_ev": [-10.3, -10.5],
  "spin_multiplicity": 3,
  "e_lumo_ha": [-0.1554, -0.1523],
  "fmax_ev_per_a": 2.86,
  "charge": 1,
  "elements": ["Mo", "Br", "C", "C", "C", "Br", "C", "C", "C", "C", "N", "C", "C", "O", "H", "H", "H", "H", "N", "N", "C", "N", "S", "H", "H", "H", "H", "H", "B", "C", "N", "H", "H", "H", "N", "C", "C", "C", "C", "C", "C", "C", "H", "H", "H", "H", "H", "C", "Ge", "C", "C", "C", "H", "H", "H", "H", "H", "H", "H", "H", "H", "H", "H"],
  "xyz": [[0.11674, -0.41506, -0.21828], [4.34925, 0.15405, 2.45890], [3.82095, -1.36454, 1.47614], [4.53819, -2.56529, 1.54911], [4.15807, -3.65222, 0.80692], [5.19953, -5.22949, 0.89760], [3.01387, -3.60818, -0.02307], [2.53909, -4.64732, -0.84779], [1.43302, -4.42493, -1.63091], [0.75560, -3.20704, -1.55981], [1.13419, -2.22445, -0.75607], [2.27838, -2.40564, -0.03320], [2.70278, -1.24946, 0.67230], [2.00417, -0.15348, 0.48761], [5.40722, -2.62757, 2.18868], [3.05126, -5.59936, -0.85982], [1.06330, -5.19264, -2.29524], [-0.12687, -3.02812, -2.16249], [2.08234, 2.18396, -1.24769], [1.32520, 2.67950, -2.29329], [0.47196, 1.89024, -2.95505], [-0.18596, 2.42572, -3.98140], [0.26216, 0.23049, -2.64012], [2.00996, 2.77847, -0.43354], [3.05498, 2.07502, -1.50672], [1.47096, 3.62475, -2.62078], [0.00883, 3.34994, -4.33141], [-0.78551, 1.82893, -4.52555], [-0.03120, -1.32445, 4.35839], [-0.00180, -1.09423, 2.84779], [-0.02699, -0.93368, 1.69804], [-1.14149, -1.72364, 4.60021], [0.22905, -0.28831, 4.91998], [0.81342, -2.13706, 4.63775], [-0.59954, 1.30089, 0.37818], [-0.69391, 2.29547, 0.95406], [-0.61516, 3.45658, 1.74943], [0.09705, 3.32914, 2.95597], [0.25598, 4.43451, 3.76603], [-0.28554, 5.65779, 3.38773], [-1.00330, 5.77818, 2.20290], [-1.17360, 4.68470, 1.37795], [0.50856, 2.36503, 3.23097], [0.79795, 4.33859, 4.69653], [-0.15375, 6.52099, 4.02601], [-1.43802, 6.72996, 1.93077], [-1.73872, 4.76687, 0.45876], [-4.60758, -2.12072, -1.11086], [-2.96772, -1.19230, -1.69882], [-2.48863, -1.90069, -3.48086], [-3.30038, 0.75851, -1.79012], [-1.66367, -1.59267, -0.23109], [-5.33691, -2.16153, -1.91964], [-5.05547, -1.61054, -0.25879], [-4.36882, -3.14124, -0.81151], [-3.30360, -1.66737, -4.16737], [-2.39348, -2.98695, -3.44350], [-1.57271, -1.47393, -3.88167], [-4.23235, 0.94860, -2.32314], [-2.49684, 1.28374, -2.30570], [-3.39501, 1.16663, -0.78293], [-1.51958, -2.67605, -0.26168], [-2.24993, -1.41709, 0.67521]],
  "forces_ev_per_a": [[0.8, -1.6, -1.9], [0.1, -0.1, 0.0], [-0.5, 0.5, -0.2], [0.1, -0.3, -0.1], [0.3, 0.0, 0.2], [-0.1, 0.1, 0.0], [-0.2, 0.1, 0.0], [-0.1, 0.2, 0.0], [0.1, -0.2, 0.0], [-0.1, 0.2, 0.1], [0.4, -1.0, -0.3], [0.3, 0.2, 0.1], [0.5, -0.5, 0.2], [-0.7, 0.1, -0.2], [0.0, 0.0, 0.0], [0.0, 0.0, 0.0], [0.0, 0.0, 0.0], [0.0, 0.0, 0.0], [0.1, 0.0, 0.2], [-0.3, 0.0, -0.1], [0.2, 0.3, 0.1], [0.0, 0.0, -0.1], [0.0, -0.3, -0.2], [-0.1, 0.0, 0.1], [0.0, -0.1, -0.1], [0.0, 0.1, 0.0], [0.0, 0.0, 0.0], [0.0, 0.0, 0.0], [0.0, -0.1, 0.7], [0.0, 0.0, -0.6], [-0.1, -0.4, 1.5], [-0.1, 0.0, 0.1], [-0.1, 0.2, -0.1], [0.1, -0.1, -0.1], [-0.9, 2.6, 0.8], [0.1, -0.3, -0.3], [0.1, 0.5, 0.6], [-0.1, -0.2, -0.2], [0.0, 0.1, 0.0], [0.0, -0.1, 0.0], [0.0, 0.1, 0.1], [0.0, -0.2, -0.2], [0.0, 0.0, 0.0], [0.0, 0.0, 0.0], [0.0, 0.0, 0.0], [0.0, 0.0, 0.0], [0.0, 0.0, 0.0], [0.3, 0.1, 0.0], [-0.3, 0.2, -0.2], [0.0, 0.0, 0.3], [0.0, -0.3, 0.0], [0.3, 0.1, -0.1], [0.0, 0.0, 0.0], [0.0, 0.0, 0.0], [0.0, 0.0, 0.0], [0.0, 0.0, 0.0], [0.0, 0.0, 0.0], [0.0, 0.0, 0.0], [0.0, 0.0, 0.0], [0.0, 0.0, 0.0], [0.0, 0.0, 0.0], [0.1, 0.0, 0.0], [0.0, 0.1, 0.0]]
}